[1]
DFT (wB97M-V/def2-TZVPD) results for a single C18H21NO4 molecule.

The net charge is 0. The energy above the lowest of the compared OMol25 structures with the same formula, charge and spin comes out at 20.57 kcal/mol. As for the SMILES: O=C(O)[C@H]1[C@H](C(=O)NCCOCc2ccccc2)[C@H]2C=C[C@@H]1C2.

Last column: natural (NBO) charge in e.
Element x y z (Å)
1 O 2.041 0.741 -2.127  -0.608
2 C 1.138 1.523 -1.980  0.813
3 O 0.574 2.162 -3.011  -0.688
4 H 1.007 1.910 -3.843  0.499
5 C 0.514 1.915 -0.669  -0.339
6 H -0.564 1.739 -0.721  0.276
7 C 0.776 3.416 -0.340  -0.236
8 C 2.273 3.587 -0.401  -0.210
9 C 2.790 2.951 0.642  -0.180
10 H 3.825 2.806 0.888  0.217
11 C 1.646 2.350 1.418  -0.241
12 H 1.854 2.069 2.447  0.222
13 C 0.552 3.395 1.174  -0.393
14 H -0.439 3.051 1.460  0.231
15 H 0.771 4.352 1.645  0.218
16 C 1.123 1.177 0.533  -0.313
17 C 0.085 0.380 1.308  0.695
18 O -1.095 0.667 1.335  -0.641
19 N 0.607 -0.642 2.019  -0.622
20 H 1.583 -0.868 1.918  0.400
21 C -0.205 -1.472 2.886  -0.250
22 C -1.169 -2.398 2.125  -0.087
23 O -0.552 -3.506 1.509  -0.536
24 C 0.043 -3.258 0.248  -0.096
25 C -0.908 -2.671 -0.765  0.027
26 C -2.182 -3.210 -0.909  -0.226
27 C -3.074 -2.665 -1.814  -0.207
28 C -2.700 -1.578 -2.587  -0.215
29 C -1.431 -1.043 -2.454  -0.198
30 C -0.538 -1.585 -1.545  -0.252
31 H 0.453 -1.167 -1.448  0.219
32 H -1.137 -0.195 -3.054  0.210
33 H -3.398 -1.148 -3.291  0.212
34 H -4.063 -3.087 -1.916  0.212
35 H -2.467 -4.051 -0.295  0.217
36 H 0.924 -2.609 0.347  0.164
37 H 0.382 -4.245 -0.086  0.200
38 H -1.731 -1.802 1.398  0.201
39 H -1.868 -2.827 2.847  0.191
40 H 0.457 -2.066 3.516  0.208
41 H -0.815 -0.813 3.512  0.213
42 H 1.945 0.530 0.216  0.244
43 H 2.791 4.087 -1.199  0.221
44 H 0.183 4.103 -0.937  0.231

[2]
DFT (wB97M-V/def2-TZVPD) results for a 2-piece molecular cluster, C4H10OS overall.

The net charge is 0. The energy above the lowest of the compared OMol25 structures with the same formula, charge and spin comes out at 68.29 kcal/mol. As for the SMILES: C=CO.CCS.

Last column: natural (NBO) charge in e.
Element x y z (Å)
1 C 0.104 -2.491 0.584  -0.656
2 C 1.205 -1.468 0.308  -0.524
3 S 1.881 -0.420 1.668  -0.036
4 H 0.240 -2.954 1.617  0.219
5 H 0.276 -3.474 0.114  0.224
6 H -0.962 -2.299 0.419  0.223
7 H 2.030 -2.063 -0.223  0.226
8 H 0.875 -0.691 -0.404  0.205
9 H 0.690 -0.510 2.245  0.120
10 C -0.341 2.879 -1.390  -0.519
11 C -0.826 1.903 -0.531  0.145
12 O -1.798 2.173 0.338  -0.695
13 H -0.168 2.364 -2.350  0.197
14 H -0.267 3.988 -1.408  0.221
15 H -0.439 0.868 -0.668  0.157
16 H -2.499 2.194 -0.320  0.492

[3]
DFT (wB97M-V/def2-TZVPD) results for a single C4H6N2S molecule.

The net charge is 0. The energy above the lowest of the compared OMol25 structures with the same formula, charge and spin comes out at 113.73 kcal/mol. As for the SMILES: [H]/N=C\N1C[C@H]1C=S.

Last column: natural (NBO) charge in e.
Element x y z (Å)
1 C -1.479 -0.760 -0.333  0.258
2 C 0.120 1.285 0.331  -0.192
3 C 0.956 0.319 -0.550  -0.170
4 C 1.632 -0.739 0.107  -0.174
5 H -2.954 -0.299 1.201  0.333
6 H -1.298 -1.432 -1.285  0.167
7 H 0.037 1.100 1.406  0.207
8 H 0.028 2.276 -0.016  0.220
9 H 1.437 0.691 -1.453  0.252
10 H 1.300 -1.341 0.927  0.222
11 N -2.637 -0.939 0.190  -0.644
12 N -0.553 0.334 -0.533  -0.426
13 S 3.411 -0.497 0.008  -0.051

[4]
DFT (wB97M-V/def2-TZVPD) results for a single C21H30N4O6S2 molecule.

The net charge is 0. The energy above the lowest of the compared OMol25 structures with the same formula, charge and spin comes out at 0.00 kcal/mol. As for the SMILES: O=C(CN1C(=O)CSc2ccc(S(=O)(=O)N3CCOCC3)cc21)NCCCN1CCOCC1.

Last column: natural (NBO) charge in e.
Element x y z (Å)
1 O -2.127 -2.796 -1.523  -0.636
2 C -1.252 -2.567 -0.711  0.665
3 N 0.057 -2.647 -0.960  -0.651
4 H 0.782 -2.334 -0.310  0.436
5 C 0.562 -2.886 -2.297  -0.217
6 C 2.043 -3.239 -2.235  -0.412
7 C 2.866 -2.104 -1.617  -0.220
8 N 2.599 -1.951 -0.189  -0.472
9 C 2.873 -0.601 0.287  -0.269
10 C 2.452 -0.498 1.754  -0.071
11 O 3.116 -1.443 2.558  -0.520
12 C 2.888 -2.750 2.087  -0.072
13 C 3.330 -2.905 0.632  -0.252
14 H 3.112 -3.920 0.295  0.208
15 H 4.418 -2.736 0.564  0.177
16 H 3.460 -3.413 2.738  0.200
17 H 1.817 -2.996 2.169  0.161
18 H 2.709 0.481 2.161  0.195
19 H 1.362 -0.647 1.833  0.153
20 H 2.302 0.108 -0.317  0.243
21 H 3.946 -0.360 0.206  0.175
22 H 2.586 -1.167 -2.105  0.215
23 H 3.938 -2.278 -1.799  0.181
24 H 2.403 -3.419 -3.248  0.222
25 H 2.175 -4.158 -1.662  0.202
26 H -0.021 -3.694 -2.749  0.220
27 H 0.420 -1.985 -2.906  0.194
28 C -1.619 -2.152 0.730  -0.318
29 N -2.882 -1.439 0.666  -0.452
30 C -4.001 -2.200 0.910  0.702
31 O -3.948 -3.239 1.524  -0.579
32 C -5.295 -1.671 0.342  -0.626
33 H -5.271 -1.747 -0.748  0.250
34 H -6.130 -2.246 0.738  0.262
35 S -5.545 0.063 0.792  0.297
36 C -4.035 0.651 0.109  -0.207
37 C -4.001 1.940 -0.408  -0.219
38 C -2.840 2.457 -0.953  -0.157
39 C -1.715 1.655 -0.961  -0.352
40 C -1.731 0.374 -0.454  -0.257
41 C -2.895 -0.173 0.088  0.240
42 H -0.810 -0.178 -0.522  0.251
43 S -0.141 2.290 -1.528  2.341
44 O 0.809 1.210 -1.514  -0.963
45 O -0.305 3.048 -2.729  -0.927
46 N 0.347 3.355 -0.343  -0.672
47 C -0.269 4.662 -0.314  -0.265
48 H -0.342 5.014 -1.342  0.243
49 C 0.619 5.579 0.531  -0.073
50 H 0.158 6.560 0.654  0.202
51 O 0.785 5.055 1.829  -0.518
52 C 1.372 3.777 1.795  -0.073
53 H 1.451 3.449 2.832  0.202
54 C 0.517 2.801 0.979  -0.267
55 H 1.017 1.840 0.874  0.229
56 H -0.456 2.661 1.477  0.189
57 H 2.374 3.835 1.346  0.170
58 H 1.597 5.686 0.041  0.172
59 H -1.271 4.615 0.141  0.183
60 H -2.809 3.442 -1.388  0.227
61 H -4.905 2.528 -0.377  0.229
62 H -1.797 -3.052 1.325  0.276
63 H -0.849 -1.544 1.207  0.205

no.,strongest force on any atom (eV Å⁻¹)
1,0.73
2,4.69
3,6.96
4,0.99